[1]
A structure of composition C27H29AsClGeHfN2O7SSe, computed with the ωB97M-V functional and the def2-TZVPD basis.

XYZ file:
```
71
Properties=species:S:1:pos:R:3:forces:R:3:mulliken_charge:R:1
Hf -0.465868 -0.427100 -0.225384 -0.73 2.60 -0.06 2.188
Cl -3.197244 5.615666 -1.337600 -0.11 0.18 -0.02 -0.200
C -2.189133 4.342884 -0.761534 0.21 -0.24 -0.25 0.043
C -1.987488 4.174574 0.612304 0.14 -0.22 -0.08 -0.490
C -1.210762 3.138175 1.071211 0.14 -0.23 -0.08 -0.504
C -0.629598 2.205147 0.192201 -0.37 1.59 -0.49 0.410
O 0.049099 1.179200 0.663487 0.88 1.97 1.56 -0.941
C -0.779522 2.431634 -1.212658 -0.13 0.08 0.74 0.130
C -0.044944 1.648504 -2.159656 0.61 0.11 -0.15 0.118
N 0.588524 0.576601 -1.809405 -0.43 0.62 -1.21 0.199
C 1.444417 -0.089906 -2.690419 0.70 -0.22 -0.81 -0.662
C 1.221326 -0.287515 -4.034972 -0.17 0.14 0.74 -0.114
C 2.206805 -0.889714 -4.831328 0.34 -0.06 -0.04 -1.171
C 3.428995 -1.216479 -4.305709 -0.20 0.04 -0.10 -0.806
C 3.694216 -1.019390 -2.932538 -0.33 0.11 0.23 0.936
C 4.945362 -1.272435 -2.331101 -0.05 0.08 0.34 -0.812
C 5.107061 -1.023297 -0.993232 0.03 -0.11 -0.26 -0.775
C 3.999843 -0.581153 -0.249913 -0.22 0.19 0.07 -0.387
N 2.817795 -0.337919 -0.764129 0.33 0.05 -0.18 -0.141
C 2.667124 -0.510596 -2.096180 0.23 -0.05 -0.55 0.871
C -1.565164 3.510004 -1.660341 -0.07 -0.06 0.25 -1.119
H -2.443593 4.858709 1.310368 -0.06 0.08 0.04 0.462
H -1.051035 2.994170 2.128436 -0.01 -0.02 0.10 0.487
H 0.025996 2.022874 -3.187256 0.14 -0.03 0.20 0.599
H 0.279782 0.017591 -4.468099 -0.09 -0.01 -0.06 0.629
H 1.997110 -1.059974 -5.876629 0.05 0.00 -0.07 0.433
H 4.211148 -1.613858 -4.934842 0.05 -0.09 -0.08 0.447
H 5.757894 -1.641750 -2.936185 0.14 -0.07 -0.07 0.476
H 6.050636 -1.177986 -0.491207 0.05 -0.02 -0.04 0.445
H 4.076328 -0.425527 0.821001 0.11 -0.05 0.04 0.530
H -1.685971 3.665639 -2.720773 -0.02 0.07 -0.14 0.468
O -4.571406 0.535096 -1.107156 0.49 -0.75 0.05 -0.671
As -3.150330 -0.421647 -0.683166 -4.36 0.51 -0.90 1.137
O -2.483797 0.260340 0.657979 0.77 -0.21 0.53 -0.685
O -1.921605 -0.249768 -1.777157 0.05 -0.20 -0.63 -0.469
C -3.813371 -2.244887 -0.964473 0.00 0.95 0.09 -0.382
C -5.157258 -2.521331 -1.162702 0.18 0.29 0.26 -0.661
C -5.534034 -3.815847 -1.498958 0.04 0.00 -0.06 -0.563
C -4.575953 -4.797334 -1.701154 0.00 0.13 -0.04 -0.708
C -3.229431 -4.510047 -1.529457 0.25 0.08 0.04 -0.465
C -2.858032 -3.232827 -1.148792 0.23 0.12 0.23 0.204
S -1.222158 -2.946824 -0.508683 -0.16 -3.24 -0.06 1.154
O -0.698266 -4.214029 -0.121308 -0.42 -0.01 -0.28 -0.307
O -1.452397 -2.041182 0.641353 -1.20 -0.84 0.41 -0.677
O -0.316168 -2.163714 -1.380280 0.30 -1.54 -1.20 -0.359
H -4.490103 1.430886 -0.755369 0.06 0.05 0.07 0.332
H -5.886745 -1.733866 -1.010591 0.00 -0.12 -0.10 0.499
H -6.582407 -4.052639 -1.600532 -0.06 -0.02 -0.05 0.423
H -4.872192 -5.797883 -1.970568 -0.05 -0.11 -0.05 0.438
H -2.465498 -5.261766 -1.648206 0.00 -0.17 0.03 0.533
C 0.803773 -5.447430 2.682784 0.29 0.17 -0.62 -1.319
Ge 1.788416 -4.998282 1.017721 0.71 -0.26 0.17 1.071
C 1.247838 -6.221554 -0.458467 0.05 0.51 0.51 -1.326
C 3.735177 -5.359937 1.238088 -0.52 -0.01 0.07 -1.477
C 1.945974 -3.046449 0.438223 0.00 -0.39 -0.02 -0.949
Se 1.329513 -1.406175 1.350555 1.89 -1.54 2.34 0.116
C 0.349105 -2.031860 2.956600 0.02 -0.03 -0.35 -1.024
H 0.848831 -6.530408 2.780442 0.03 -0.08 0.00 0.415
H -0.238904 -5.160536 2.618668 -0.17 0.08 -0.01 0.366
H 1.254358 -5.008686 3.567255 0.07 0.09 0.05 0.375
H 1.743820 -7.177754 -0.317309 0.15 -0.05 0.05 0.438
H 1.530026 -5.818384 -1.424735 0.10 0.08 -0.17 0.376
H 0.177668 -6.373414 -0.453690 -0.16 -0.08 0.02 0.344
H 3.920513 -6.410266 1.442530 -0.02 -0.16 0.03 0.396
H 4.175042 -4.782323 2.043984 0.04 0.16 0.16 0.373
H 4.253954 -5.105257 0.315931 0.02 0.03 -0.12 0.423
H 1.506046 -2.998071 -0.555233 0.20 -0.01 0.05 0.337
H 3.019934 -2.885489 0.317722 -0.15 -0.03 0.15 0.561
H -0.454371 -2.706993 2.674312 0.07 0.07 0.02 0.185
H -0.058976 -1.128095 3.411952 0.03 -0.07 -0.05 0.428
H 1.026608 -2.520696 3.655852 0.09 0.14 -0.21 0.370
```
Positions in Å, forces in eV/Å.

The gap between HOMO and LUMO is 7.73 eV. The net charge is +1. The energy relative to the best compared isomer or geometry (same formula, charge and spin) comes out at 44.91 kcal/mol. The value obtained for the maximum force is 4.48 eV/A.

=====

[2]
A structure of composition C27H29BBaCl5F8IN3OSe2, computed with the ωB97M-V functional and the def2-TZVPD basis.

XYZ file:
```
78
Properties=species:S:1:pos:R:3:forces:R:3:mulliken_charge:R:1
Ba -0.362948 -0.005587 0.320758 0.09 0.96 -0.25 0.807
C 1.667224 4.975058 -0.896232 -0.01 -0.02 0.00 -1.479
C 0.937937 3.658450 -0.628248 0.03 0.02 0.01 -0.054
N 1.781360 2.467200 -0.472093 -0.02 -0.03 -0.03 1.501
C 2.820570 2.637609 0.538560 0.00 -0.03 0.00 -0.966
C 3.246829 1.308768 1.145430 -0.02 0.02 -0.02 -0.636
C 2.320946 2.014349 -1.762135 -0.01 -0.03 0.02 -1.456
C 1.422640 0.973468 -2.426131 -0.07 0.01 0.05 -0.499
N 1.381945 -0.200532 -1.581593 0.06 -0.09 -0.18 0.249
C 1.861722 -1.391514 -1.943451 0.02 -0.08 0.01 -0.464
C 2.130905 -2.323962 -0.902496 -0.02 -0.02 0.03 0.877
F 1.925528 -1.894686 0.380067 -0.03 -0.02 0.03 -0.370
C 2.553602 -3.611356 -1.096557 0.03 0.01 -0.02 -0.040
F 2.771235 -4.393599 -0.020661 0.00 -0.01 0.00 -0.400
C 2.775708 -4.116884 -2.367105 0.00 0.00 0.01 -0.609
C 2.540981 -3.239925 -3.408417 0.00 0.01 0.00 0.207
F 2.723160 -3.670007 -4.675475 0.00 0.00 -0.01 -0.358
C 2.111376 -1.942333 -3.226599 0.01 0.04 -0.02 0.525
F 1.862016 -1.206175 -4.341364 0.00 0.00 0.02 -0.376
H 0.928441 5.764722 -1.038964 0.00 0.00 0.00 0.491
H 2.282709 4.928928 -1.796239 0.01 0.00 0.00 0.273
H 2.309064 5.263198 -0.061333 0.00 0.00 0.00 0.282
H 0.239813 3.463591 -1.441161 -0.03 -0.01 0.00 -0.047
H 0.328381 3.770610 0.271185 0.00 -0.01 -0.02 0.018
H 2.423704 3.283305 1.325710 0.00 0.01 0.00 0.542
H 3.703069 3.152268 0.126297 0.00 0.01 0.01 0.301
H 2.419173 0.854118 1.698288 0.00 0.00 0.01 -0.156
H 4.078210 1.447044 1.839969 0.00 -0.01 0.00 0.441
H 3.546547 0.593772 0.379188 0.00 -0.01 0.00 0.187
H 3.293296 1.546299 -1.593428 0.01 0.01 -0.01 0.556
H 2.483287 2.865207 -2.438134 0.00 0.01 0.00 0.301
H 1.767150 0.803567 -3.447420 0.04 -0.04 0.01 0.537
H 0.413617 1.409153 -2.514605 0.03 0.02 -0.04 -0.426
H 3.094762 -5.133218 -2.534483 0.00 0.00 0.01 0.498
Cl 0.789706 -7.680792 1.926113 0.00 -0.01 0.00 -0.229
C 0.239600 -6.062622 1.677657 0.00 0.00 -0.02 0.356
C -0.142275 -5.630042 0.407774 0.01 0.00 0.03 0.009
Cl -0.047025 -6.718520 -0.926459 0.00 0.00 -0.01 -0.189
C -0.584178 -4.333082 0.207574 -0.01 -0.02 0.00 0.650
Cl -1.037427 -3.781883 -1.365199 0.02 -0.01 0.01 -0.146
C -0.661177 -3.391439 1.264839 0.07 -0.07 0.03 -1.583
O -1.043554 -2.184035 1.084151 -0.29 -0.52 0.17 -0.195
C -0.258514 -3.866589 2.534744 0.02 0.02 0.02 0.613
Cl -0.302904 -2.724469 3.837483 0.00 0.00 0.00 -0.214
C 0.179033 -5.164836 2.739578 0.00 0.00 0.01 0.154
Cl 0.657750 -5.673946 4.319572 0.00 0.00 -0.01 -0.222
C -3.713649 0.301625 3.649810 0.01 0.00 -0.02 -1.114
Se -3.353528 1.115760 1.919481 0.01 -0.10 0.03 0.378
C -2.809156 2.875780 2.554842 -0.03 -0.01 0.01 -0.542
C -1.716430 2.880300 3.608932 0.02 0.01 -0.02 -0.856
Se 0.046792 2.377247 2.918099 -0.05 -0.01 0.05 0.241
C 0.630431 1.336547 4.456007 -0.01 -0.01 -0.03 -0.980
H -4.360399 0.946225 4.243029 0.00 0.00 0.01 0.391
H -2.795673 0.078134 4.188917 0.00 0.00 0.01 0.228
H -4.230307 -0.634183 3.447318 0.00 0.00 0.00 0.348
H -3.698167 3.363929 2.957363 0.01 0.00 0.01 0.504
H -2.515702 3.421324 1.657626 0.00 0.01 -0.01 0.076
H -1.937493 2.192231 4.424384 -0.01 0.00 -0.01 0.402
H -1.621875 3.881024 4.030892 0.00 0.00 0.00 0.456
H -0.025316 0.481076 4.602428 0.01 0.00 0.00 0.205
H 0.649394 1.964368 5.343299 0.00 -0.01 0.00 0.380
H 1.637237 0.984227 4.241278 0.00 -0.01 0.01 0.343
I -6.052274 -2.959042 -0.944997 0.02 0.01 0.00 0.024
C -4.669074 -1.590064 -1.693313 -0.05 0.00 -0.01 -0.659
C -4.956193 -0.826638 -2.812816 0.03 0.02 0.01 -0.165
C -3.999218 0.072550 -3.251309 -0.04 -0.01 0.00 -1.023
C -2.806889 0.172116 -2.553858 0.03 0.07 -0.03 -0.280
N -2.534079 -0.570698 -1.484412 -0.03 -0.02 0.02 0.628
C -3.448799 -1.438035 -1.057668 0.02 -0.07 0.04 -0.223
H -5.904523 -0.924124 -3.323583 -0.01 -0.01 0.00 0.381
H -4.178971 0.705047 -4.108967 0.00 0.01 0.01 0.479
H -2.055516 0.895552 -2.847151 -0.02 -0.02 -0.02 0.298
H -3.178290 -2.029776 -0.190113 -0.02 0.02 0.00 0.504
F -3.882645 3.140880 -1.141723 0.00 0.00 0.02 -0.363
B -2.503201 3.298569 -1.162439 -0.05 -0.02 -0.03 0.365
F -2.109926 4.425701 -0.431342 -0.03 0.01 0.02 -0.424
F -2.016885 3.348516 -2.470977 0.05 0.00 0.00 -0.374
F -1.912798 2.137867 -0.518599 0.20 0.00 0.09 0.110
```
Positions in Å, forces in eV/Å.

The gap between HOMO and LUMO is 6.34 eV. The net charge is -1. The energy relative to the best compared isomer or geometry (same formula, charge and spin) comes out at 0.00 kcal/mol. The value obtained for the maximum force is 1.00 eV/A.

=====

[3]
A structure of composition C27H29BN8O14OsS3, computed with the ωB97M-V functional and the def2-TZVPD basis.

XYZ file:
```
83
Properties=species:S:1:pos:R:3:forces:R:3:mulliken_charge:R:1
Os -0.591536 -0.932429 -0.629818 -0.47 -1.31 -1.01 4.256
O -2.737801 -0.055141 -3.071468 -0.14 -0.02 0.03 -0.621
S -1.819072 -0.996883 -3.638705 0.49 -0.21 0.23 1.507
O -2.368719 -2.079553 -4.398604 0.21 0.02 -0.17 -0.743
O -0.783397 -1.542027 -2.642585 -0.48 0.07 -0.08 -1.070
C -0.718679 -0.037454 -4.639409 0.25 0.20 0.13 -0.539
C -0.672841 -0.250585 -6.001537 -0.08 0.05 -0.01 -0.368
C 0.191611 0.494484 -6.796364 -0.02 0.00 -0.01 -0.595
C 1.004421 1.453770 -6.224407 0.02 0.01 0.00 -0.671
C 0.971836 1.672188 -4.851742 -0.08 0.09 -0.03 -0.818
C 0.115427 0.930753 -4.052574 -0.13 -0.13 -0.02 -0.141
S 0.439061 1.130634 -2.300712 0.35 -0.28 0.08 1.807
O 1.028060 2.417351 -2.124732 -0.27 0.10 0.01 -0.633
O -0.788908 0.936333 -1.405920 -0.09 0.49 0.20 -0.886
O 1.267029 -0.029121 -1.935576 -0.11 0.04 0.48 -0.547
H -1.321168 -1.005840 -6.425567 0.01 0.00 0.00 0.547
H 0.226248 0.318409 -7.863359 -0.01 0.00 0.01 0.401
H 1.683493 2.030797 -6.837650 -0.01 0.01 0.01 0.396
H 1.615983 2.411140 -4.397313 0.00 -0.01 -0.01 0.549
B 1.036462 -1.922948 2.421322 0.12 0.16 0.04 0.527
N 1.381916 -2.484756 0.990132 -0.15 0.13 -0.06 -0.559
C 2.370976 -3.334029 0.779134 0.07 -0.12 0.01 -0.244
C 2.570791 -3.511634 -0.592778 0.04 -0.04 0.07 -1.308
C 1.622541 -2.722489 -1.186094 -0.30 0.00 0.09 -0.414
N 0.905126 -2.089847 -0.219105 0.95 -0.07 0.22 0.576
N -0.356665 -1.236766 2.437637 0.04 -0.07 -0.09 0.103
C -1.031227 -0.950464 3.556933 -0.01 0.03 0.04 -0.403
C -2.086676 -0.110230 3.247208 0.04 0.00 0.05 -1.391
C -1.988816 0.068306 1.872162 -0.03 -0.07 -0.03 -0.494
N -0.943590 -0.619254 1.405441 0.29 0.69 -0.27 0.426
H 1.010390 -2.857602 3.181650 -0.01 0.00 -0.04 -0.225
H 1.889088 -1.119242 2.714923 -0.06 -0.03 -0.03 -0.145
H 2.887920 -3.764438 1.621498 0.00 0.01 -0.02 0.472
H 3.304093 -4.133185 -1.074111 -0.01 0.01 0.01 0.474
H 1.383191 -2.546642 -2.220145 -0.02 -0.01 -0.01 0.532
H -0.705743 -1.360480 4.498302 0.00 0.00 -0.01 0.485
H -2.823876 0.298493 3.915238 0.00 -0.01 -0.01 0.491
H -2.622155 0.616544 1.193854 0.01 0.00 0.01 0.696
C 2.418531 1.661563 4.271255 0.01 0.06 -0.03 -0.480
C 2.878030 2.975950 4.886307 -0.05 -0.13 -0.01 -0.880
S 3.731315 4.044760 3.750820 0.14 0.04 -0.03 1.191
O 4.244868 5.156213 4.509007 -0.05 -0.03 0.00 -0.722
O 4.628122 3.241996 2.958142 -0.02 0.04 0.02 -0.543
C 2.445049 4.702008 2.670496 -0.02 0.01 -0.05 -0.725
C 2.633201 4.384564 1.191227 0.01 -0.04 0.01 -1.330
N 2.450512 2.968775 0.888592 -0.09 0.01 -0.03 0.752
C 1.278937 2.289699 1.012288 -0.02 0.03 0.02 0.150
N 1.433828 0.993407 0.836082 0.28 0.12 -0.09 1.092
C 2.757633 0.807908 0.565976 -0.15 -0.13 0.09 -0.632
C 3.393246 2.005263 0.592342 0.17 0.10 0.05 -1.336
N 4.758127 2.252845 0.237878 -0.09 -0.01 -0.08 1.277
O 5.485800 1.281762 0.192547 0.03 0.00 0.05 -0.673
O 5.089967 3.389364 -0.049736 0.03 0.00 0.00 -0.682
C -0.038799 2.937043 1.271038 0.01 -0.03 -0.02 -1.346
H 2.108147 0.974559 5.057960 -0.02 0.01 0.00 0.587
H 3.224424 1.194096 3.706756 0.00 0.00 0.02 0.215
H 1.571127 1.796404 3.597756 0.00 0.00 0.00 -0.143
H 3.622223 2.826438 5.670837 -0.01 -0.01 0.00 0.429
H 2.058864 3.564096 5.303327 0.04 0.00 0.06 0.388
H 2.495980 5.778365 2.832365 -0.05 0.01 -0.03 0.566
H 1.483480 4.341797 3.038143 0.02 0.01 0.03 0.365
H 3.618095 4.680200 0.849926 0.02 -0.05 0.01 0.578
H 1.899304 4.946345 0.613911 0.01 0.04 0.00 0.554
H 3.185860 -0.154641 0.342049 -0.01 0.01 -0.01 0.710
H 0.033617 4.018935 1.347175 0.00 0.01 0.00 0.687
H -0.484430 2.543043 2.185836 0.00 0.01 0.01 0.032
H -0.710399 2.702739 0.444265 0.00 -0.02 0.01 -0.020
O -1.415042 -2.821761 -0.182263 -0.48 -0.08 -0.18 -1.108
C -2.579369 -2.396702 -0.453955 0.19 0.03 0.10 0.686
O -2.603754 -1.146209 -0.668477 -0.36 0.24 0.27 -0.856
C -3.778979 -3.229931 -0.542648 0.04 0.03 0.03 0.071
C -3.778222 -4.508415 0.004675 0.02 -0.04 -0.03 -0.630
C -4.917163 -5.291752 -0.083175 -0.01 0.00 0.01 -0.681
C -6.045206 -4.804512 -0.727246 0.04 -0.02 0.01 -0.468
C -6.008469 -3.531262 -1.266131 -0.10 0.05 -0.06 -0.232
C -4.897740 -2.719142 -1.189497 0.01 0.02 0.02 -0.336
N -7.216762 -3.014933 -1.951508 0.08 -0.04 0.06 1.066
O -7.193701 -1.865011 -2.327789 -0.01 0.03 -0.02 -0.592
O -8.149787 -3.779563 -2.083082 -0.02 -0.01 0.00 -0.627
H -2.884710 -4.876488 0.491974 -0.01 0.01 0.00 0.530
H -4.930368 -6.282920 0.348064 0.01 0.00 -0.01 0.419
H -6.946295 -5.392368 -0.819254 0.00 0.00 0.00 0.518
H -4.893887 -1.730689 -1.629413 0.01 -0.01 -0.01 0.755
```
Positions in Å, forces in eV/Å.

The gap between HOMO and LUMO is 7.48 eV. The energy relative to the best compared isomer or geometry (same formula, charge and spin) comes out at 26.23 kcal/mol. The value obtained for the maximum force is 1.72 eV/A.